This record from the Open Molecules 2025 dataset describes a structure of composition CH4N2Si. The level of theory is ωB97M-V/def2-TZVPD.

Last column: Löwdin charge in e.
Cartesian coordinates (Å):
C 0.33386 1.00053 0.66513  -0.337
N 1.06178 0.10483 -0.22261  -0.152
N 0.04070 -0.33540 0.81156  -0.181
Si -0.21079 -0.88115 -0.82446  0.564
H 0.84410 1.57303 1.43867  0.108
H -0.30680 1.67887 0.26039  0.048
H -1.41897 -0.23144 -1.28381  -0.073
H -0.34387 -2.90927 -0.84487  0.023

Forces on the atoms, in the same order (eV/Å):
1.2 0.5 0.2
2.6 0.4 -0.7
-0.9 -2.3 2.2
-1.5 -2.9 0.8
0.7 -0.9 0.2
-2.4 1.5 -1.8
-0.3 0.1 -0.7
0.6 3.6 -0.2

Values from the calculation:
HOMO = -0.3201 Ha
calculated total energy = -11954.4489 eV

***

This record from the Open Molecules 2025 dataset describes a cluster of 2 separate species, CH4N3O2 in total. The level of theory is ωB97M-V/def2-TZVPD.

Last column: Löwdin charge in e.
Cartesian coordinates (Å):
C -1.24300 0.15108 0.52655  -0.573
N 0.40794 1.37722 -0.43568  -0.081
N 0.82064 -1.61614 0.00026  -0.011
N -0.13193 0.87084 0.71273  -0.145
O 1.48352 -0.89653 -0.81793  -0.239
O -1.92277 0.04798 -0.49748  -0.140
H -1.57258 -0.34427 1.47257  0.078
H -0.30558 1.31109 -1.18445  0.054
H 1.16644 0.69452 -0.71024  0.021
H 1.29731 -1.59579 0.93367  0.035

Forces on the atoms, in the same order (eV/Å):
-0.1 0.0 0.6
0.0 0.4 -1.1
1.0 1.9 -1.5
0.4 -1.1 1.2
-0.9 -2.2 1.6
-0.5 -0.1 -0.7
0.0 0.2 -0.2
0.4 -0.2 0.2
-0.3 0.7 0.1
0.0 0.4 -0.3

Values from the calculation:
HOMO = -0.1106 Ha
calculated total energy = -9664.1169 eV
charge = -1

***

This record from the Open Molecules 2025 dataset describes a cluster of 2 separate species, CH4N3O2 in total. The level of theory is ωB97M-V/def2-TZVPD.

Last column: Löwdin charge in e.
Cartesian coordinates (Å):
C -2.59743 1.82846 -1.07819  -0.415
N -0.02857 0.01673 1.21854  -0.207
N 0.53826 0.32931 -0.95437  -0.220
N 0.27146 1.00449 0.16706  -0.412
O -2.74036 0.74351 -1.45834  0.157
O -2.49825 2.95506 -0.68348  0.128
H -1.15732 -0.03304 1.36335  0.017
H 0.24641 0.45341 2.12184  -0.012
H -0.35821 0.04725 -1.38361  -0.004
H 1.09568 -0.45669 -0.93380  -0.031

Forces on the atoms, in the same order (eV/Å):
1.0 3.0 1.6
-2.4 0.3 1.1
-2.3 1.5 -3.1
0.1 1.3 2.7
-0.1 0.2 -0.1
-0.6 -3.1 -1.3
2.4 -0.1 -0.3
-0.1 -0.3 -0.9
0.3 -0.5 -0.4
1.8 -2.3 0.7

Values from the calculation:
HOMO = -0.0320 Ha
calculated total energy = -9664.7190 eV
charge = -1

***

This record from the Open Molecules 2025 dataset describes the ion CH4N3O4S with charge -1. The level of theory is ωB97M-V/def2-TZVPD.

Last column: Löwdin charge in e.
Cartesian coordinates (Å):
C -1.54156 0.52959 0.11096  -0.754
N -0.68264 -2.01858 -0.05083  0.065
N 1.27684 1.61194 0.33758  -0.030
N -0.34188 -0.42709 0.30793  -0.197
O -2.48817 0.10126 -0.47508  0.024
O -1.37744 1.65670 0.63681  -0.070
O 2.15637 -0.70772 0.53680  -0.341
O 1.14779 0.00961 -1.58857  -0.362
S 1.10075 0.03691 -0.11548  0.503
H 0.20343 -2.26977 -0.53255  0.036
H -1.51130 -1.98048 -0.75325  0.085
H 0.38871 2.00087 0.34374  -0.011
H 1.66909 1.45677 1.24195  0.053

Forces on the atoms, in the same order (eV/Å):
1.2 1.7 1.3
0.2 2.9 -0.5
2.3 -2.4 -0.4
-3.3 -2.9 0.8
-1.4 -1.7 -1.2
0.5 -0.6 -0.2
-0.6 0.0 0.3
0.2 0.0 1.4
2.3 0.2 -4.3
-1.0 0.0 0.0
2.1 0.6 1.2
-2.6 1.4 0.5
0.1 0.8 1.1

Values from the calculation:
HOMO = -0.2017 Ha
calculated total energy = -24597.6658 eV
charge = -1

***

| no. | gap between HOMO and LUMO (eV) |
| --- | --- |
| 1 | 8.061 |
| 2 | 7.021 |
| 3 | 4.400 |
| 4 | 9.161 |